[1]
The following is a DFT calculation (the ωB97M-V functional and the def2-TZVPD basis) of C2H5NO2 in the gas phase at a distorted geometry.

Output
Gap between HOMO and LUMO ... 9.12 eV
SMILES ... O=NCCO
Relative energy (zero: lowest compared OMol25 entry of this formula, charge and spin) ... 3.965 eV
Highest occupied orbital energy ... -9.28 eV

Geometry (Å):
C: -0.50642 -0.50185 -0.00211
C: 0.83980 0.16211 -0.27577
N: -1.70099 0.36246 0.09851
O: -2.65388 -0.11267 -0.50649
O: 0.99601 1.30786 0.54027
H: -0.32215 -0.99556 1.07920
H: -0.67278 -1.26920 -0.76887
H: 0.79718 0.44865 -1.41067
H: 1.64968 -0.57324 -0.05238
H: 1.57356 1.17144 1.29831



[2]
The following is a DFT calculation (the ωB97M-V functional and the def2-TZVPD basis) of 3 unconnected molecules or ions with the total composition C35H37BN2O7P at a distorted geometry.

Output
Gap between HOMO and LUMO ... 6.89 eV
Net charge ... +1
Highest occupied orbital energy ... -11.24 eV

Geometry (Å):
C: -1.59479 -1.34712 3.28194
C: -2.27064 0.01580 3.52341
O: -1.48037 0.82854 4.40312
C: -2.54127 0.83453 2.21194
N: -4.01919 1.02173 2.05820
C: -4.50059 0.43571 0.79201
C: -4.46121 -1.11058 0.89978
O: -3.23855 -1.72923 0.42707
P: -2.97962 -1.53390 -1.18288
B: -1.16301 -1.00407 -1.62784
O: -0.82601 -0.99680 -3.00091
N: -0.16417 -0.62961 -0.63816
C: 1.18284 -1.11804 -1.06847
C: -0.09440 0.86777 -0.72606
H: -0.89094 -1.34862 2.44309
H: -1.08503 -1.62995 4.21544
H: -2.39517 -2.08898 3.13150
H: -3.24192 -0.15260 4.01626
H: -1.99644 1.62458 4.49087
H: -2.12105 1.85122 2.29644
H: -2.08072 0.38205 1.32096
H: -4.23574 2.00878 2.04295
H: -5.53959 0.78961 0.68849
H: -3.94415 0.85125 -0.07479
H: -5.37268 -1.53864 0.45337
H: -4.51571 -1.34186 1.97225
H: -3.24975 -2.76537 -1.84613
H: -3.89347 -0.56935 -1.69376
H: -1.52525 -0.50075 -3.43830
H: 1.09346 -2.09200 -1.57102
H: 1.61975 -0.42441 -1.80864
H: 1.89114 -1.17035 -0.23609
H: -1.02074 1.33942 -0.36700
H: 0.77962 1.22213 -0.16254
H: 0.08690 1.19091 -1.76948
C: 0.39759 -4.31262 2.56423
C: 1.06586 -3.38553 1.76876
C: 2.40199 -3.57822 1.45107
C: 3.07893 -4.69230 1.93659
C: 2.41553 -5.60843 2.75221
C: 1.06976 -5.42120 3.05579
C: 3.13631 -6.77787 3.31762
O: 2.55526 -7.57702 4.02388
C: 4.57729 -6.94235 3.00794
C: 5.28233 -8.00057 3.57387
C: 6.62705 -8.17173 3.28104
C: 7.27158 -7.29273 2.41524
C: 6.57555 -6.23375 1.85265
C: 5.22909 -6.04969 2.15414
C: 4.50432 -4.89427 1.57358
O: 5.06250 -4.12168 0.81843
H: -0.64821 -4.16604 2.80546
H: 0.54193 -2.51326 1.39484
H: 2.91925 -2.86010 0.82983
H: 0.55087 -6.13780 3.67823
H: 4.78349 -8.68716 4.24444
H: 7.17465 -8.99232 3.72613
H: 8.31938 -7.43227 2.18275
H: 7.07954 -5.54931 1.18382
C: -2.85848 5.74243 -6.63412
C: -3.02747 4.49580 -6.03928
C: -2.47913 4.24088 -4.79157
C: -1.74856 5.22842 -4.13658
C: -1.56040 6.47061 -4.74448
C: -2.12646 6.72789 -5.98956
C: -0.74515 7.52045 -4.08375
O: -0.58544 8.60179 -4.61038
C: -0.12385 7.21713 -2.77142
C: 0.68931 8.16867 -2.16342
C: 1.26537 7.90176 -0.93024
C: 1.02492 6.68721 -0.29471
C: 0.21975 5.73373 -0.89863
C: -0.35003 5.99136 -2.14294
C: -1.18111 4.95077 -2.79395
O: -1.38954 3.88415 -2.23741
H: -3.29435 5.94314 -7.60416
H: -3.58935 3.72391 -6.54966
H: -2.61626 3.27310 -4.32878
H: -1.99174 7.69456 -6.45565
H: 0.87532 9.11480 -2.65346
H: 1.90140 8.64143 -0.46170
H: 1.46983 6.48364 0.67086
H: 0.03806 4.78880 -0.40460



[3]
The following is a DFT calculation (the ωB97M-V functional and the def2-TZVPD basis) of 2 unconnected molecules or ions with the total composition C2H5NO5S2 at a distorted geometry.

Output
Gap between HOMO and LUMO (alpha / beta) ... 6.64 / 6.64 eV
Relative energy (zero: lowest compared OMol25 entry of this formula, charge and spin) ... 0.868 eV
Highest occupied orbital energy (alpha / beta) ... -8.98 / -8.98 eV

Geometry (Å):
C: 0.86583 1.17505 -1.20629
C: 0.97043 1.14604 0.34499
N: -2.07205 -1.53801 1.06570
O: -2.29355 -0.61957 1.82651
O: -2.78352 -2.33895 0.54950
O: 0.41234 -2.35840 0.70377
O: -0.73857 -1.37056 -1.20996
O: -0.42987 1.27718 -1.60071
S: 2.45624 0.62567 0.95307
S: -0.39610 -1.28483 0.20352
H: 1.32708 0.34281 -1.65085
H: 1.43298 2.00551 -1.46990
H: 0.06360 1.64579 0.86385
H: -0.96347 0.42918 -1.61558
H: 2.14863 0.86309 2.24240



[4]
The following is a DFT calculation (the ωB97M-V functional and the def2-TZVPD basis) of C15H18FN3O3S in the gas phase at a distorted geometry.

Output
Gap between HOMO and LUMO ... 9.15 eV
SMILES ... Fc1ccc(OCc2nnc(SCCN3CCOCC3)o2)cc1
Relative energy (zero: lowest compared OMol25 entry of this formula, charge and spin) ... 0.000 eV
Highest occupied orbital energy ... -8.55 eV

Geometry (Å):
F: -2.51456 3.29356 -1.16850
C: -1.28410 2.87840 -1.54166
C: -0.35161 2.58520 -0.56753
C: 0.90443 2.13953 -0.94390
C: 1.21649 1.98920 -2.29104
C: 0.26397 2.31199 -3.25764
C: -0.98814 2.75750 -2.88862
H: -1.73442 3.00175 -3.62735
H: 0.52963 2.19716 -4.29558
O: 2.42306 1.55166 -2.76693
C: 3.27130 0.85356 -1.88715
C: 2.56962 -0.29813 -1.25045
N: 1.86146 -1.20479 -1.82915
N: 1.35060 -1.99926 -0.87045
C: 1.77679 -1.53144 0.26575
S: 1.43510 -2.10319 1.84612
C: 0.18969 -3.37145 1.43883
H: 0.64172 -4.07449 0.74232
C: -1.06609 -2.74427 0.84148
N: -1.50745 -1.61603 1.63529
C: -2.17769 -0.58104 0.86760
C: -2.43565 0.61488 1.78501
O: -3.22745 0.25304 2.89067
C: -2.60002 -0.76656 3.62961
C: -2.33529 -1.99961 2.76545
H: -1.81111 -2.74932 3.36024
H: -3.29942 -2.42175 2.42910
H: -3.27336 -1.00924 4.45338
H: -1.64257 -0.40205 4.03214
H: -2.98139 1.39736 1.25565
H: -1.46869 1.00572 2.13778
H: -1.53379 -0.27304 0.04026
H: -3.13891 -0.93472 0.45677
H: -0.82409 -2.39561 -0.16428
H: -1.83692 -3.52817 0.75498
H: -0.00910 -3.86285 2.38966
O: 2.56560 -0.44567 0.10319
H: 4.09055 0.49284 -2.51621
H: 3.67816 1.50335 -1.10081
H: 1.62513 1.92597 -0.17066
H: -0.60571 2.70522 0.47323



[5]
The following is a DFT calculation (the ωB97M-V functional and the def2-TZVPD basis) of C5H5N3 in the gas phase at a distorted geometry.

Output
Gap between HOMO and LUMO ... 8.89 eV
SMILES ... C#CC1(N)C=NN=C1
Relative energy (zero: lowest compared OMol25 entry of this formula, charge and spin) ... 5.589 eV
Highest occupied orbital energy ... -9.54 eV

Geometry (Å):
C: 0.28656 0.53464 -0.07421
C: -0.82332 0.39390 -1.01584
C: -0.52586 0.02748 1.07864
C: 1.31236 -0.54390 -0.16640
C: 1.85174 -1.70819 -0.16130
H: 1.12127 2.41825 -0.63620
H: 1.89715 1.88406 0.66969
H: -0.97193 0.74913 -2.16926
H: 0.09876 0.30057 1.97315
H: 2.71020 -2.42466 -0.34521
N: 0.93618 1.81908 0.16637
N: -1.81566 -0.50023 -0.58917
N: -1.61542 -0.62612 0.78601



[6]
The following is a DFT calculation (the ωB97M-V functional and the def2-TZVPD basis) of 2 unconnected molecules or ions with the total composition C6H12O at a distorted geometry.

Output
Gap between HOMO and LUMO (alpha / beta) ... 2.74 / 9.18 eV
Multiplicity ... 2
Expectation value of S² ... 0.75
Net charge ... -1
Relative energy (zero: lowest compared OMol25 entry of this formula, charge and spin) ... 2.826 eV
Highest occupied orbital energy (alpha / beta) ... 1.10 / -5.39 eV

Geometry (Å):
C: 0.31303 -1.44242 -1.45123
C: 0.71466 -0.29748 -2.07768
C: 0.79379 -1.89259 -0.00253
C: 0.24060 -0.78194 1.00045
C: -1.09662 -0.46860 1.16633
C: -1.36470 0.81617 1.89575
H: -0.33522 -2.18225 -1.96986
H: 0.52956 -0.11180 -3.15943
H: 1.46952 0.37868 -1.64269
H: 0.54922 -2.92445 0.31842
H: 1.92575 -1.83402 0.00729
H: 0.82063 0.16768 1.14006
H: -1.77698 -0.87656 0.53578
H: -0.46199 1.27568 2.08446
H: -2.06469 1.60706 1.47857
H: -1.64453 0.72966 2.99403
H: 0.82046 3.28172 -0.86012
H: 0.02957 2.04198 -1.07094
O: 0.53794 2.51347 -0.38666